Record 1
Entry from the Open Molecules 2025 dataset: C39H33AsBr2N7O2S5Ti as an isolated structure in a non-equilibrium geometry (the ωB97M-V functional and the def2-TZVPD basis).

The geometry in XYZ format:
```
90
Properties=species:S:1:pos:R:3:forces:R:3
Ti 0.328 0.254 -0.786 -0.123 -0.410 -0.068
C 2.194 0.514 3.164 -0.058 -0.130 0.050
O 3.193 0.654 2.133 0.135 -0.108 0.073
C 2.546 0.514 0.961 -0.133 -0.020 0.025
N 1.280 0.186 1.029 1.293 0.098 1.081
C 0.926 0.008 2.451 0.016 0.276 -0.176
C -0.339 0.738 2.855 0.015 0.061 -0.069
C -1.496 0.021 3.140 -0.025 -0.031 0.013
C -2.673 0.681 3.470 0.015 0.049 0.026
C -2.699 2.068 3.537 0.009 -0.060 -0.021
C -1.542 2.789 3.273 0.060 0.023 0.006
C -0.374 2.128 2.924 -0.008 0.019 0.027
C 3.128 0.754 -0.316 0.481 0.219 0.046
C 4.427 1.034 -0.660 -0.301 -0.058 -0.153
C 4.747 1.227 -2.021 0.393 0.061 -0.072
C 3.753 1.189 -2.998 -0.228 -0.050 0.316
C 2.445 0.939 -2.617 0.405 0.218 -0.052
N 2.134 0.676 -1.281 -0.357 -0.152 -0.092
C 1.282 0.824 -3.388 -0.224 -0.431 0.013
N 0.154 0.440 -2.792 0.964 0.286 -1.580
C -0.868 0.279 -3.832 0.027 0.218 -0.036
C -0.127 0.734 -5.117 -0.019 -0.142 0.137
O 1.224 1.022 -4.710 -0.053 0.050 -0.130
C -2.124 1.094 -3.614 0.014 -0.034 0.153
C -3.376 0.516 -3.784 -0.013 -0.026 -0.037
C -4.531 1.277 -3.645 0.043 0.050 0.024
C -4.438 2.624 -3.323 0.010 -0.060 -0.058
C -3.188 3.208 -3.154 -0.003 0.033 0.007
C -2.039 2.446 -3.297 0.012 0.046 -0.078
H 2.561 -0.183 3.916 0.054 -0.045 -0.041
H 2.043 1.485 3.628 0.038 0.115 0.019
H 0.797 -1.055 2.620 -0.119 -0.152 0.019
H -1.481 -1.062 3.088 0.019 0.031 -0.067
H -3.571 0.109 3.672 0.018 0.020 -0.036
H -3.619 2.586 3.783 0.032 -0.025 0.012
H -1.549 3.872 3.322 -0.022 -0.036 -0.047
H 0.513 2.708 2.688 -0.051 -0.003 -0.052
H 5.186 1.092 0.110 0.002 -0.010 -0.024
H 5.777 1.399 -2.308 -0.059 0.017 0.024
H 3.983 1.334 -4.047 0.011 0.041 0.056
H -1.135 -0.775 -3.895 -0.030 -0.136 0.017
H -0.102 -0.039 -5.881 0.064 -0.049 -0.033
H -0.564 1.643 -5.524 0.018 0.089 -0.061
H -3.446 -0.540 -4.030 0.000 0.056 0.064
H -5.502 0.816 -3.779 0.021 -0.006 0.039
H -5.339 3.217 -3.209 0.042 -0.014 0.020
H -3.107 4.260 -2.899 0.003 -0.061 0.009
H -1.063 2.902 -3.161 -0.028 -0.019 0.069
Br -1.565 6.518 0.582 0.021 0.019 0.007
C -1.004 4.744 0.185 -0.014 -0.004 -0.012
C 0.388 4.500 -0.057 0.028 -0.049 0.042
C 0.755 3.225 -0.348 -0.129 0.026 0.002
N -0.105 2.165 -0.415 -0.749 0.631 0.342
C -1.463 2.413 -0.143 -0.138 -0.077 0.074
C -1.902 3.745 0.144 -0.031 0.101 -0.036
C -2.276 1.311 -0.191 -0.114 0.034 0.010
C -3.698 1.343 -0.007 0.008 -0.099 0.006
C -4.407 0.213 -0.147 -0.061 0.018 0.038
Br -6.299 0.246 0.052 -0.009 -0.029 0.004
C -3.773 -1.030 -0.485 -0.010 0.031 0.003
C -2.433 -1.024 -0.652 -0.050 0.282 0.094
N -1.627 0.089 -0.501 -1.005 -0.013 0.186
H 1.119 5.294 -0.016 -0.040 -0.033 -0.019
H 1.796 3.012 -0.547 0.032 -0.120 -0.040
H -2.950 3.941 0.326 0.037 -0.018 0.020
H -4.189 2.274 0.236 0.006 -0.006 -0.025
H -4.344 -1.940 -0.604 0.029 0.042 -0.020
H -1.936 -1.939 -0.934 0.195 -0.083 -0.018
S 2.243 -4.212 -4.994 0.038 -0.015 0.058
As 1.672 -2.534 -3.924 -0.115 0.120 0.037
S 0.034 -3.265 -2.309 0.082 -0.163 -0.004
S 1.196 -2.294 -0.860 -0.198 -0.231 -0.304
S 2.990 -2.431 -1.932 -0.058 -0.056 -0.002
C 1.592 -6.891 4.046 0.001 -0.046 -0.044
C 1.770 -5.567 3.380 0.188 -0.117 0.096
C 2.894 -4.809 3.438 0.245 -0.100 0.115
C 2.899 -3.571 2.745 -0.011 -0.001 0.088
N 1.840 -3.093 2.153 -0.337 0.008 -0.085
C 0.685 -3.819 2.124 -0.200 0.034 -0.181
S -0.740 -3.278 1.461 0.082 -0.163 0.323
N 0.726 -5.091 2.679 -0.154 0.295 -0.104
C 4.144 -2.749 2.671 0.106 0.055 0.051
H 2.518 -7.213 4.515 0.014 0.000 -0.008
H 1.285 -7.644 3.318 0.013 -0.015 0.013
H 0.817 -6.826 4.811 -0.013 0.000 0.005
H 3.760 -5.142 3.992 -0.027 -0.025 -0.053
H -0.130 -5.622 2.596 -0.037 0.025 0.002
H 4.698 -2.792 3.611 0.017 0.010 -0.005
H 3.906 -1.717 2.420 0.016 -0.060 -0.003
H 4.791 -3.146 1.885 -0.016 -0.016 -0.017
```
Forces are in eV/Å.

Computed properties:
- orbital gap (alpha / beta) (eV) = 4.54 / 4.54
- total charge = -1
- DFT total energy (Ha) = -12264.17395
- energy relative to the best compared isomer or geometry (same formula, charge and spin) (eV) = 1.3386



Record 2
Entry from the Open Molecules 2025 dataset: a single CH6N4O2 molecule in a non-equilibrium geometry (the ωB97M-V functional and the def2-TZVPD basis).

The geometry in XYZ format:
```
13
Properties=species:S:1:pos:R:3:forces:R:3
C 0.014 -0.351 -0.083 -0.206 -1.340 0.417
H -0.963 2.606 -0.053 0.376 -0.298 0.766
H 0.358 2.375 0.911 1.216 0.697 0.624
H 0.698 1.148 -1.155 -0.151 0.450 0.225
H -1.275 -0.063 1.420 0.025 0.790 0.104
H -0.233 -2.493 1.330 -2.342 0.918 -0.036
H 1.653 -1.449 -2.315 0.254 -1.081 -0.218
N -0.410 1.928 0.491 -1.718 -0.061 -1.483
N -0.004 0.969 -0.443 0.691 -0.900 -0.512
N -0.506 -0.659 1.178 -0.637 1.117 0.194
N 0.526 -1.339 -0.746 0.235 0.956 -0.018
O -1.085 -1.918 1.312 2.769 -2.382 -0.227
O 1.227 -0.754 -1.846 -0.513 1.136 0.165
```
Forces are in eV/Å.

Computed properties:
- orbital gap (eV) = 9.14
- DFT total energy (Ha) = -411.05893
- energy relative to the best compared isomer or geometry (same formula, charge and spin) (eV) = 3.5279